(1)
Below is a molecular structure, C35H40Cl2N8OS2Tl at a distorted geometry, with properties calculated with ωB97M-V/def2-TZVPD.

```
89
Properties=species:S:1:pos:R:3
Tl 0.338 -0.481 0.064
C -0.658 -5.469 3.080
C -1.478 -4.186 2.990
N -1.801 -3.785 1.622
C -0.961 -2.783 0.950
S 0.849 -2.854 1.373
N -1.175 -3.128 -0.503
N -0.485 -2.383 -1.223
C -0.409 -2.531 -2.548
C -1.272 -3.552 -3.219
C 0.567 -1.737 -3.218
C 0.753 -1.827 -4.626
C 1.807 -1.187 -5.232
C 2.687 -0.415 -4.473
C 2.394 -0.288 -3.127
N 1.376 -0.890 -2.510
H -0.406 -5.702 4.123
H 0.267 -5.361 2.512
H -1.227 -6.313 2.674
H -0.939 -3.370 3.469
H -2.413 -4.325 3.544
H -1.843 -4.576 0.993
H -1.357 -4.428 -2.570
H -0.865 -3.877 -4.178
H -2.294 -3.179 -3.382
H 0.072 -2.426 -5.214
H 1.955 -1.288 -6.303
H 3.542 0.086 -4.906
H 3.021 0.339 -2.506
Cl 2.132 4.243 -2.007
C 3.037 3.207 -0.933
C 4.339 3.590 -0.571
C 5.092 2.812 0.256
Cl 6.703 3.338 0.709
C 4.576 1.585 0.744
C 5.278 0.691 1.585
C 4.691 -0.475 1.978
C 3.389 -0.782 1.530
N 2.720 0.033 0.753
C 3.270 1.208 0.362
C 2.420 2.043 -0.468
O 1.230 1.688 -0.753
H 4.744 4.518 -0.957
H 6.279 0.949 1.907
H 5.211 -1.172 2.623
H 2.882 -1.700 1.812
C 1.188 2.787 5.488
C 0.895 3.387 4.107
C 0.766 2.344 3.077
N 0.663 1.519 2.282
H 1.233 3.576 6.239
H 2.139 2.256 5.482
H 0.409 2.079 5.773
H 1.687 4.066 3.803
H -0.031 3.957 4.123
C -3.728 -1.574 0.162
C -2.925 -0.986 1.329
C -3.522 -1.567 2.635
C -1.417 -1.357 1.317
C -3.121 0.531 1.437
C -2.468 1.236 2.448
C -2.681 2.593 2.639
C -3.565 3.289 1.818
C -4.228 2.599 0.814
C -4.011 1.236 0.632
H -3.594 -2.651 0.137
H -3.413 -1.172 -0.803
H -4.795 -1.359 0.302
H -3.503 -2.657 2.593
H -4.558 -1.226 2.749
H -2.954 -1.237 3.513
H -0.933 -1.060 2.242
H -1.773 0.715 3.096
H -2.154 3.115 3.431
H -3.728 4.351 1.959
H -4.911 3.123 0.153
H -4.528 0.733 -0.176
S -1.894 0.735 -1.971
C -1.083 1.486 -3.232
N 0.029 2.216 -3.141
C 0.529 2.684 -4.428
C -0.410 1.976 -5.426
N -1.460 1.448 -4.548
H 0.544 2.252 -2.271
H 1.567 2.400 -4.568
H 0.455 3.768 -4.505
H 0.108 1.176 -5.955
H -0.817 2.672 -6.157
H -2.046 0.683 -4.826
```

- E_HOMO: -3.39 eV
- Net charge: -1
- HOMO-LUMO gap: 5.581 eV
- 2S+1: 1
- Strongest force on any atom: 1.1 eV/A

Here are the Löwdin charges for atoms 1 to 8, given in e: Tl 0.877; C -0.121; C -0.322; N -0.066; C -0.871; S 0.542; N 0.013; N -0.120

=====

(2)
Below is 6 unconnected molecules or ions with the total composition C35H40F20N2O13P at a distorted geometry, with properties calculated with ωB97M-V/def2-TZVPD.

```
111
Properties=species:S:1:pos:R:3
N 4.159 1.385 3.278
C 3.185 2.162 2.462
C 2.875 3.619 3.129
C 1.679 4.269 2.298
C 2.184 5.195 1.116
C 1.095 5.873 0.269
C -0.378 5.647 0.653
N -0.810 4.795 1.761
P -2.571 4.783 1.944
O -3.087 3.572 1.156
O -3.137 4.770 3.519
O -3.344 6.131 1.190
C 0.152 4.056 2.597
C -0.348 3.100 3.764
F -0.800 3.870 4.909
F 0.668 2.241 4.336
C -1.454 2.005 3.307
C -2.758 1.720 4.087
C -3.728 0.650 3.464
C -3.384 -0.097 2.129
C -2.061 0.182 1.377
C -1.578 -0.538 0.040
F -0.184 -0.285 -0.247
F -2.284 -0.098 -1.129
F -1.677 -1.940 0.258
C -1.113 1.250 1.977
H 4.548 2.017 3.991
H 3.752 0.534 3.687
H 3.706 2.390 1.449
H 2.229 1.587 2.188
H 3.854 4.223 2.985
H 2.693 3.562 4.257
H 3.307 5.342 0.900
H 1.422 6.533 -0.602
H -1.138 6.197 -0.023
H -4.124 4.830 3.468
H -2.885 6.963 1.495
H -3.008 2.267 5.070
H -4.709 0.388 3.999
H -4.094 -0.894 1.712
H -0.136 1.503 1.428
C 0.629 -0.001 -3.131
C 2.002 -0.618 -2.955
O 2.532 -1.048 -4.220
C 3.103 -0.091 -4.979
O 3.184 1.067 -4.662
C 3.663 -0.693 -6.266
F 2.801 -1.550 -6.857
F 4.800 -1.391 -6.040
F 3.963 0.237 -7.192
H -0.039 -0.693 -3.651
H 0.193 0.252 -2.163
H 0.679 0.908 -3.735
H 1.926 -1.509 -2.328
H 2.694 0.068 -2.458
C -2.288 -4.835 -0.857
C -2.699 -5.208 0.553
O -3.316 -6.505 0.576
C -2.474 -7.560 0.583
O -1.275 -7.469 0.568
C -3.258 -8.869 0.656
F -4.308 -8.892 -0.194
F -3.761 -9.083 1.893
F -2.504 -9.945 0.358
H -3.140 -4.905 -1.536
H -1.893 -3.819 -0.888
H -1.525 -5.510 -1.235
H -3.446 -4.498 0.917
H -1.853 -5.168 1.245
C -7.476 9.180 6.494
C -5.986 9.454 6.565
O -5.236 8.257 6.288
C -5.077 7.946 4.989
O -5.519 8.592 4.076
C -4.224 6.687 4.842
F -4.592 5.707 5.693
F -2.920 6.932 5.086
F -4.288 6.149 3.591
H -7.746 8.354 7.156
H -8.045 10.066 6.782
H -7.776 8.890 5.484
H -5.719 9.765 7.576
H -5.691 10.262 5.890
C 2.078 -6.105 -6.302
C 1.397 -4.841 -5.815
O 0.045 -5.115 -5.413
C -0.112 -5.630 -4.177
O 0.793 -5.867 -3.422
C -1.594 -5.824 -3.862
F -2.273 -6.392 -4.882
F -2.211 -4.649 -3.605
F -1.800 -6.614 -2.783
H 1.492 -6.574 -7.097
H 3.077 -5.883 -6.683
H 2.170 -6.839 -5.499
H 1.342 -4.117 -6.630
H 1.956 -4.369 -5.002
C 7.775 -3.048 -4.393
C 6.364 -2.930 -3.851
O 5.966 -4.149 -3.202
C 6.399 -4.313 -1.934
O 7.081 -3.518 -1.343
C 5.864 -5.620 -1.353
F 5.985 -6.657 -2.211
F 4.551 -5.531 -1.042
F 6.501 -5.986 -0.223
H 7.862 -3.919 -5.048
H 8.049 -2.153 -4.956
H 8.498 -3.183 -3.586
H 5.669 -2.771 -4.674
H 6.262 -2.077 -3.173
```

- E_HOMO: -11.97 eV
- Net charge: +1
- HOMO-LUMO gap: 6.296 eV
- 2S+1: 1
- Strongest force on any atom: 11.1 eV/A

Here are the Löwdin charges for atoms 1 to 8, given in e: N -0.012; C -0.267; C -0.157; C -0.027; C 0.084; C 0.028; C 0.012; N -0.045

=====

(3)
Below is a molecular structure, C35H40F5IrN2O5S2Si at a distorted geometry, with properties calculated with ωB97M-V/def2-TZVPD.

```
91
Properties=species:S:1:pos:R:3
Ir -0.845 2.126 -0.249
C -4.105 2.673 0.390
O -2.762 3.148 0.261
C -2.572 4.500 0.479
C -3.593 5.383 0.752
C -3.299 6.726 0.969
C -1.987 7.170 0.917
C -0.961 6.280 0.649
C -1.241 4.930 0.420
N -0.271 3.989 0.118
N 0.993 4.443 0.244
C 2.063 3.735 -0.045
C 2.070 2.373 -0.521
O 0.994 1.699 -0.823
C 3.306 1.715 -0.698
C 4.495 2.322 -0.451
C 4.550 3.677 -0.005
C 5.773 4.323 0.248
C 5.810 5.635 0.647
C 4.617 6.353 0.803
C 3.409 5.740 0.573
C 3.346 4.392 0.176
H -4.756 3.184 -0.320
H -4.459 2.827 1.409
H -4.081 1.623 0.161
H -4.620 5.049 0.804
H -4.105 7.418 1.178
H -1.759 8.215 1.083
H 0.067 6.603 0.605
H 3.265 0.695 -1.051
H 5.422 1.781 -0.604
H 6.695 3.765 0.124
H 6.760 6.121 0.834
H 4.648 7.391 1.111
H 2.485 6.285 0.692
C -0.817 -5.526 -0.126
C -1.577 -4.225 -0.353
C -2.542 -4.335 -1.523
C -2.307 -3.804 0.912
O -0.620 -3.211 -0.734
Si 0.427 -2.274 0.043
S -0.698 -0.510 0.786
O 0.937 -2.952 1.414
C 2.073 -2.736 2.275
C 2.515 -1.276 2.220
C 1.615 -3.103 3.678
C 3.190 -3.658 1.803
O 1.596 -1.795 -0.950
C 2.009 -2.193 -2.278
C 1.885 -3.705 -2.447
C 1.131 -1.453 -3.276
C 3.469 -1.791 -2.420
H -1.504 -6.320 0.172
H -0.075 -5.382 0.662
H -0.301 -5.831 -1.039
H -3.346 -5.035 -1.290
H -2.018 -4.680 -2.417
H -2.975 -3.354 -1.732
H -3.086 -4.527 1.161
H -2.768 -2.831 0.760
H -1.612 -3.737 1.753
H 1.698 -0.623 2.538
H 2.803 -1.001 1.203
H 3.368 -1.114 2.881
H 0.807 -2.439 3.991
H 2.443 -3.009 4.383
H 1.248 -4.130 3.699
H 3.486 -3.390 0.785
H 2.850 -4.695 1.808
H 4.060 -3.568 2.456
H 0.843 -4.014 -2.377
H 2.456 -4.220 -1.670
H 2.276 -4.001 -3.422
H 0.088 -1.755 -3.147
H 1.442 -1.678 -4.298
H 1.200 -0.376 -3.108
H 4.072 -2.286 -1.656
H 3.584 -0.715 -2.312
H 3.841 -2.082 -3.404
F -7.438 -3.263 -0.521
C -6.398 -2.435 -0.507
C -5.972 -1.842 -1.683
F -6.615 -2.099 -2.821
C -4.885 -0.986 -1.648
F -4.479 -0.431 -2.809
C -4.242 -0.688 -0.475
S -1.812 -0.018 -0.851
C -4.683 -1.279 0.680
F -4.091 -0.998 1.857
C -5.747 -2.162 0.684
F -6.159 -2.744 1.811
```

- E_HOMO (spin up / spin down): -6.35 / -8.13 eV
- Expectation value of S²: 6.048
- HOMO-LUMO gap (spin up / spin down): 6.615 / 5.553 eV
- 2S+1: 5
- ΔE to the lowest compared entry with this formula, charge and spin: 0.0 kJ/mol
- Strongest force on any atom: 1.5 eV/A

Here are the Löwdin charges for atoms 1 to 8, given in e: Ir 1.084; C -0.032; O -0.253; C -0.216; C -0.020; C -0.075; C -0.079; C -0.002

=====

Number 1: E -3760.28058 Eh. Number 2: E -4783.46450 Eh. Number 3: E -3532.93224 Eh.